Molecular formula: C36H45BrINO8S
Method: DFT, ωB97M-V/def2-TZVPD

Calculated values
**LUMO level**: -0.305 eV
**SMILES**: CCOC(=O)CCCc1c(CCCI)c(Br)c2c(c1CCCS)C(=O)N(CCc1ccccc1)C2=O.O=C1CCCO1.O=C1CCCO1
**HOMO level**: -8.82 eV
**Spin multiplicity**: 1

Each atom is followed by the atoms it is bonded to, with distances in Å.
Geometry (Å):
1 I -3.88 4.24 1.32  C33 2.168
2 Br -1.36 1.65 -2.62  C16 1.909
3 S 2.41 -3.36 -0.43  C14 1.838, H62 1.349
4 O -0.24 -0.59 -4.36  C39 1.208
5 O 7.29 -0.88 -1.51  C28 1.439, C31 1.354
6 O -7.69 6.53 3.41  C17 1.358, C46 1.437
7 O -0.42 -4.53 -2.11  C47 1.212
8 O 1.11 1.49 3.44  C13 1.356, C32 1.430
9 O 1.06 0.55 1.36  C13 1.212
10 O -9.65 7.58 3.72  C17 1.194
11 O 7.78 -3.03 -1.96  C31 1.197
12 N 0.21 -2.66 -3.31  C27 1.483, C39 1.409, C47 1.411
13 C 0.70 0.58 2.52  O8 1.356, O9 1.212, C21 1.522
14 C 1.22 -3.33 0.98  S3 1.838, C40 1.559, H64 1.093, H68 1.087
15 C 3.59 -5.34 -3.24  C25 1.369, C29 1.375, H83 1.086
16 C -1.39 0.09 -1.52  Br2 1.909, C19 1.386, C37 1.360
17 C -8.53 7.58 3.30  O6 1.358, O10 1.194, C24 1.517
18 C -1.48 2.53 0.47  C33 1.543, C38 1.551, H49 1.094, H90 1.087
19 C -1.91 0.07 -0.24  C16 1.386, C36 1.391, C38 1.520
20 C 4.81 -3.39 -3.70  C29 1.365, C44 1.366, H80 1.087
21 C -0.23 -0.50 3.07  C13 1.522, C23 1.556, H85 1.092, H86 1.089
22 C -2.49 -1.04 1.91  C23 1.543, C36 1.526, H59 1.087, H77 1.097
23 C -1.74 -0.15 2.92  C21 1.556, C22 1.543, H51 1.094, H74 1.091
24 C -7.83 8.73 2.60  C17 1.517, C45 1.526, H53 1.091, H75 1.086
25 C 2.54 -4.83 -3.95  C15 1.369, C42 1.377, H88 1.083
26 C -1.39 -2.29 -0.03  C30 1.513, C34 1.371, C36 1.393
27 C 0.12 -3.32 -4.63  N12 1.483, C43 1.539, H58 1.092, H72 1.088
28 C 6.62 -0.16 -0.46  O5 1.439, C48 1.521, H50 1.093, H91 1.088
29 C 4.76 -4.62 -3.11  C15 1.375, C20 1.365, H61 1.082
30 C -1.37 -3.60 0.73  C26 1.513, C40 1.551, H69 1.089, H79 1.096
31 C 7.23 -2.21 -1.28  O5 1.354, O11 1.197, C41 1.516
32 C 1.20 2.83 2.96  O8 1.430, C35 1.547, H67 1.091, H78 1.090
33 C -2.15 3.86 0.07  I1 2.168, C18 1.543, H52 1.087, H82 1.089
34 C -0.93 -2.23 -1.32  C26 1.371, C37 1.372, C47 1.514
35 C 0.17 3.70 3.72  C32 1.547, H55 1.092, H87 1.091, H93 1.092
36 C -1.90 -1.10 0.51  C19 1.391, C22 1.526, C26 1.393
37 C -0.90 -1.07 -2.05  C16 1.360, C34 1.372, C39 1.525
38 C -2.50 1.37 0.29  C18 1.551, C19 1.520, H63 1.099, H84 1.084
39 C -0.29 -1.35 -3.42  O4 1.208, N12 1.409, C37 1.525
40 C 0.01 -4.29 0.77  C14 1.559, C30 1.551, H66 1.085, H76 1.096
41 C 6.41 -2.48 -0.03  C31 1.516, C48 1.525, H70 1.087, H92 1.091
42 C 2.62 -3.59 -4.55  C25 1.377, C43 1.520, C44 1.376
43 C 1.45 -3.06 -5.36  C27 1.539, C42 1.520, H60 1.091, H89 1.098
44 C 3.77 -2.86 -4.41  C20 1.366, C42 1.376, H54 1.084
45 C -6.63 8.03 1.95  C24 1.526, C46 1.520, H56 1.089, H73 1.091
46 C -6.39 6.87 2.90  O6 1.437, C45 1.520, H71 1.088, H81 1.093
47 C -0.38 -3.32 -2.21  O7 1.212, N12 1.411, C34 1.514
48 C 5.66 -1.17 0.16  C28 1.521, C41 1.525, H57 1.089, H65 1.091
49 H -1.28 2.62 1.54  C18 1.094
50 H 7.37 0.18 0.26  C28 1.093
51 H -2.19 -0.34 3.90  C23 1.094
52 H -1.48 4.71 0.12  C33 1.087
53 H -7.52 9.46 3.35  C24 1.091
54 H 3.81 -1.88 -4.89  C44 1.084
55 H -0.71 3.09 3.93  C35 1.092
56 H -5.76 8.67 1.82  C45 1.089
57 H 5.41 -0.95 1.19  C48 1.089
58 H -0.74 -2.98 -5.22  C27 1.092
59 H -2.64 -2.02 2.36  C22 1.087
60 H 1.58 -2.00 -5.59  C43 1.091
61 H 5.62 -5.01 -2.58  C29 1.082
62 H 2.44 -4.68 -0.71  S3 1.349
63 H -3.22 1.69 -0.47  C38 1.099
64 H 1.80 -3.71 1.83  C14 1.093
65 H 4.73 -1.19 -0.42  C48 1.091
66 H 0.21 -4.93 -0.09  C40 1.085
67 H 2.20 3.24 3.12  C32 1.091
68 H 0.95 -2.31 1.21  C14 1.087
69 H -1.70 -3.47 1.76  C30 1.089
70 H 5.73 -3.32 -0.19  C41 1.087
71 H -5.96 6.01 2.40  C46 1.088
72 H 0.03 -4.40 -4.55  C27 1.088
73 H -6.92 7.65 0.97  C45 1.091
74 H -1.84 0.92 2.76  C23 1.091
75 H -8.48 9.19 1.86  C24 1.086
76 H -0.01 -4.96 1.64  C40 1.096
77 H -3.50 -0.61 1.80  C22 1.097
78 H 0.99 2.93 1.90  C32 1.090
79 H -2.10 -4.29 0.27  C30 1.096
80 H 5.73 -2.82 -3.60  C20 1.087
81 H -5.75 7.15 3.74  C46 1.093
82 H -2.56 3.73 -0.93  C33 1.089
83 H 3.55 -6.32 -2.78  C15 1.086
84 H -3.08 1.23 1.19  C38 1.084
85 H 0.03 -0.73 4.10  C21 1.092
86 H -0.04 -1.39 2.47  C21 1.089
87 H -0.12 4.58 3.14  C35 1.091
88 H 1.66 -5.45 -4.01  C25 1.083
89 H 1.43 -3.59 -6.32  C43 1.098
90 H -0.57 2.38 -0.11  C18 1.087
91 H 6.11 0.70 -0.88  C28 1.088
92 H 7.09 -2.69 0.80  C41 1.091
93 H 0.63 4.00 4.66  C35 1.092